Entry from the OMol25 dataset: the ion C23H39N2O5 with charge +1 (ωB97M-V with the def2-TZVPD basis set).

Last column: Mulliken charge in e.
Cartesian coordinates (Å):
C -1.7834 6.1541 0.1220  -1.045
C -0.7948 6.4191 -1.0286  -0.440
C -1.2140 5.8393 -2.3881  -0.579
O -0.4127 4.7584 -2.8524  -0.381
C -0.4839 3.6439 -2.0543  -0.461
O -0.0519 2.5599 -2.8936  -0.342
C -0.7318 1.3962 -2.8928  -0.069
O -1.5285 1.0988 -3.7358  -0.480
C -0.3605 0.4152 -1.8028  1.517
C -0.3639 0.8367 -0.4784  -1.229
C -0.0814 -0.0528 0.5178  -0.132
N 0.2077 -1.3133 0.1866  0.369
O 0.5483 -2.1738 1.1866  -0.217
C -0.5784 -2.5674 2.0319  -1.279
C -0.5598 -1.9058 3.4076  1.164
C -1.4219 -2.7750 4.3311  -2.027
C 0.8684 -1.7537 3.9589  -1.636
C 1.5503 -0.3811 3.8199  1.344
C 2.8130 -0.3849 4.6994  -1.714
C 0.6439 0.8067 4.1974  -1.433
C 0.2592 -1.7859 -1.0837  -0.110
C 0.6147 -3.2338 -1.2271  -1.284
C -0.5594 -4.1928 -1.0635  0.513
C -1.9309 -3.7156 -1.4488  -1.128
N -0.2661 -5.3433 -0.6396  -0.684
C -0.0358 -0.9082 -2.1263  1.067
C 0.0377 -1.3821 -3.5524  -1.704
C 1.2485 -0.8251 -4.3287  0.301
C 2.5429 -0.8203 -3.5244  -1.302
O 1.3467 -1.5755 -5.5253  -0.552
H -1.9317 7.0503 0.7223  0.336
H -2.7653 5.8582 -0.2456  0.318
H -1.4228 5.3859 0.8070  0.231
H -0.6734 7.4939 -1.1474  0.385
H 0.1863 6.0334 -0.7533  0.381
H -1.1431 6.6018 -3.1579  0.311
H -2.2599 5.5132 -2.3526  0.424
H -1.5148 3.4631 -1.7147  0.462
H 0.1965 3.7082 -1.1979  0.340
H -0.5974 1.8510 -0.1938  0.635
H -0.0604 0.2002 1.5660  -0.030
H -0.5088 -3.6512 2.1146  0.559
H -1.5043 -2.3355 1.5006  0.481
H -1.0674 -0.9422 3.3321  0.373
H -1.5347 -2.2825 5.2950  0.455
H -0.9188 -3.7266 4.5127  0.454
H -2.4064 -2.9809 3.9126  0.425
H 1.4967 -2.4743 3.4275  0.374
H 0.8928 -2.0663 5.0046  0.528
H 1.8922 -0.2742 2.7863  0.064
H 3.2749 -1.3730 4.7142  0.413
H 2.5326 -0.1631 5.7305  0.405
H 3.5457 0.3443 4.3629  0.412
H 1.1659 1.5000 4.8524  0.477
H 0.3398 1.3930 3.3255  0.271
H -0.2680 0.4886 4.7006  0.293
H 1.3611 -3.4924 -0.4828  0.525
H 1.0631 -3.4046 -2.2033  0.642
H -2.2848 -2.9399 -0.7640  0.238
H -2.6410 -4.5376 -1.4134  0.497
H -1.9325 -3.2772 -2.4484  0.202
H -1.0855 -5.9481 -0.6091  0.303
H -0.8779 -1.0787 -4.0523  0.678
H 0.0908 -2.4658 -3.6039  0.401
H 1.0227 0.2020 -4.6252  0.159
H 2.6211 0.0763 -2.9101  0.335
H 3.3952 -0.8059 -4.2038  0.516
H 2.6398 -1.6946 -2.8771  0.285
H 2.1599 -2.0866 -5.5231  0.393

HOMO energy = -12.802 eV
charge = +1
energy above the lowest of the compared OMol25 structures with the same formula, charge and spin = 0.000 eV
LUMO energy = -4.32 eV
structure (SMILES) = [H]/N=C(\C)Cc1c(C[C@@H](C)O)c(C(=O)OCOCCC)cc[n+]1OC[C@@H](C)CC(C)C
frontier orbital gap = 8.48 eV

=====

Entry from the OMol25 dataset: a structure of composition C6H6AgAsN2OS4 (ωB97M-V with the def2-TZVPD basis set).

Last column: Mulliken charge in e.
Cartesian coordinates (Å):
Ag 0.3468 0.1426 -0.8752  0.109
S -4.5138 -0.3640 -0.9320  -0.723
As -2.5701 -0.1580 -1.7360  0.602
S -1.2379 -1.8227 -1.1029  -0.638
S -1.5696 1.6729 -0.9487  -0.614
S -2.6251 -0.0794 -3.8545  -0.728
N 3.3158 -3.5352 -2.1311  -0.381
C 4.2917 -2.5851 -2.0554  0.349
O 5.4209 -2.7945 -2.4783  -0.668
C 3.8827 -1.2946 -1.4659  0.613
C 4.6288 -0.1491 -1.7489  -0.264
C 4.2246 1.0617 -1.2294  -0.396
C 3.0856 1.1007 -0.4313  -0.241
N 2.3796 0.0107 -0.1193  -0.909
C 2.7771 -1.1579 -0.6294  -0.306
H 3.5366 -4.3550 -2.6677  0.232
H 2.3437 -3.2736 -2.0498  0.221
H 5.4987 -0.2513 -2.3843  0.422
H 4.7708 1.9716 -1.4383  0.377
H 2.7246 2.0308 -0.0108  0.384
H 2.2194 -2.0234 -0.2901  0.558

HOMO energy = -0.041 eV
charge = -2
energy above the lowest of the compared OMol25 structures with the same formula, charge and spin = 0.000 eV
LUMO energy = 4.28 eV
frontier orbital gap = 4.32 eV

=====

Entry from the OMol25 dataset: a cluster of 9 separate species, C22H52F10N9O22S10 in total (ωB97M-V with the def2-TZVPD basis set).

Last column: Mulliken charge in e.
Cartesian coordinates (Å):
C -0.7931 4.9508 -4.5046  -0.839
C -2.0408 4.8999 -3.5860  0.848
O -2.8600 5.7902 -3.5722  -0.476
N -2.0397 3.6556 -2.6407  1.838
H -2.1167 2.7741 -3.1277  0.228
H -1.2170 3.6133 -2.0563  -0.891
C -3.3537 3.5055 -1.8328  -1.115
H -1.0131 4.2106 -5.2738  0.318
H 0.1450 4.6642 -4.0293  0.100
H -0.5330 5.9165 -4.9382  0.326
H -3.3952 2.5272 -1.3540  0.197
H -4.2876 3.6717 -2.3698  0.436
H -3.3996 4.1973 -0.9918  0.589
C -0.9074 0.2631 -1.1081  0.817
C -0.5817 0.6141 0.3341  0.386
O 0.0051 -0.1852 1.1364  -0.421
N -0.9476 2.0752 0.7155  2.244
H -0.6730 2.6377 -0.0771  -0.569
H -1.9545 2.1098 0.7866  0.068
C -0.1895 2.5422 1.9852  -0.872
H -1.5322 0.9667 -1.6581  -0.470
H -1.3714 -0.7199 -1.1882  0.496
H 0.0951 0.1769 -1.5274  -0.744
H -0.2383 3.6152 2.1706  0.315
H 0.8299 2.3843 1.6330  0.356
H -0.3418 1.7600 2.7289  0.377
C 3.1967 -1.3114 1.5320  -1.125
C 3.3006 -0.9372 -0.0473  0.317
C 3.3329 -2.2806 -0.8882  -0.736
N 3.8596 -2.0037 -2.3535  0.892
C 4.2846 -3.3732 -2.9207  -0.898
C 5.1299 -1.1363 -2.3307  -0.999
C 4.6529 0.2520 -2.7389  -0.235
C 3.5422 -0.0143 -3.7226  -0.429
C 2.8101 -1.2621 -3.1022  0.648
H 2.2135 -1.7539 1.6919  -0.169
H 3.0874 -0.4411 2.1791  0.473
H 3.9494 -2.0224 1.8728  0.473
H 4.2153 -0.3523 -0.1440  0.376
H 2.4541 -0.3500 -0.4031  -0.092
H 2.4271 -2.8776 -0.9939  -0.061
H 3.9552 -3.0445 -0.4220  0.514
H 4.6166 -3.3476 -3.9586  0.391
H 3.4682 -4.0893 -2.8276  0.156
H 5.1636 -3.7067 -2.3690  0.447
H 5.7791 -1.5139 -3.1207  0.514
H 5.7118 -1.3012 -1.4239  0.301
H 5.4225 0.9079 -3.1458  0.563
H 4.1954 0.7612 -1.8906  -0.101
H 3.9600 -0.0830 -4.7270  0.412
H 2.8303 0.8106 -3.6946  0.050
H 2.4681 -1.7507 -4.0146  0.361
H 1.9417 -0.8665 -2.5755  -1.114
C 2.4016 -5.3748 4.1244  -1.405
C 1.1846 -4.4753 4.3337  0.085
C 0.5283 -4.2363 2.8959  -0.377
N -0.8652 -3.5600 3.0395  0.420
C -1.7352 -4.6083 3.7653  -0.937
C -1.4846 -3.0661 1.7177  -0.223
C -2.5036 -2.0002 2.1328  0.062
C -1.8964 -1.3386 3.3308  0.225
C -0.8423 -2.2396 3.8747  -0.608
H 3.1373 -5.2996 4.9250  0.403
H 2.9678 -4.9434 3.2989  0.306
H 2.2227 -6.4262 3.8992  0.352
H 1.5255 -3.5192 4.7309  0.312
H 0.6237 -5.0060 5.1030  0.190
H 0.4694 -5.1721 2.3402  0.482
H 1.1828 -3.6007 2.2994  -0.200
H -1.5774 -5.6002 3.3418  0.292
H -2.7561 -4.2807 3.5691  0.411
H -1.4855 -4.6487 4.8256  0.352
H -2.1137 -3.8712 1.3382  0.517
H -0.7073 -2.7411 1.0260  -0.236
H -3.4782 -2.4199 2.3821  0.510
H -2.7124 -1.2160 1.4051  -0.457
H -2.7396 -1.1707 4.0008  0.539
H -1.4640 -0.3534 3.1564  -0.577
H -0.9479 -2.3688 4.9518  0.396
H 0.1277 -1.7903 3.6616  0.267
N -3.7502 2.2524 0.9577  -0.440
S -4.5976 3.0433 1.9595  0.940
O -5.0712 2.4492 3.2485  -0.604
O -5.4734 4.0845 1.4958  -0.707
F -3.2949 4.0690 2.3466  -0.248
S -5.0306 1.1971 0.5356  0.912
O -5.9694 1.6007 -0.5102  -0.605
O -5.4598 0.1018 1.4348  -0.588
F -3.8824 0.2668 -0.2314  -0.247
N 1.1228 -5.2092 -2.5470  -0.205
S -0.1453 -4.7138 -2.1303  0.846
O -0.1473 -3.4344 -1.4773  -0.117
O -1.1819 -5.7166 -1.8396  -0.674
F -0.5239 -4.3460 -3.7047  -0.399
S 1.5314 -5.9369 -1.1979  1.019
O 1.8384 -7.3420 -1.4537  -0.710
O 0.9161 -5.6109 0.0728  -0.509
F 3.0246 -5.4029 -1.0137  -0.279
N -2.1270 1.4810 -4.1720  -0.108
S -1.0048 0.2901 -4.7211  0.939
O -0.8592 0.1536 -6.1845  -0.609
O -0.7656 -0.8947 -3.8787  -0.530
F 0.2825 1.1888 -4.3497  -0.334
S -3.2140 0.9550 -5.0207  0.771
O -3.6192 -0.4175 -4.9613  -0.581
O -3.2874 1.6889 -6.2608  -0.666
F -4.2958 1.7212 -4.2124  -0.277
N 0.1986 4.0860 -0.9486  -0.391
S 1.7114 3.9258 -1.5939  0.846
O 2.7493 3.3835 -0.7334  -0.641
O 2.1107 4.6500 -2.8515  -0.634
F 1.3653 2.4554 -2.2545  -0.084
S 0.4576 5.5146 -0.4501  0.848
O 0.5117 6.6100 -1.4244  -0.629
O 1.2496 5.5176 0.7953  -0.600
F -1.0068 5.7138 0.2139  -0.270
N -1.2328 4.6810 6.3670  -0.456
S 0.2322 4.6458 5.4276  1.127
O 0.5680 5.9523 4.8539  -0.584
O 0.5443 3.4217 4.7038  -0.498
F 1.2236 4.6751 6.6831  -0.284
S -2.0964 4.3119 5.2553  1.106
O -2.1779 2.8993 4.7710  -0.465
O -2.3182 5.3957 4.2758  -0.600
F -3.4239 4.4409 6.1410  -0.352

HOMO energy = -6.676 eV
charge = -1
LUMO energy = 0.45 eV
frontier orbital gap = 7.13 eV

=====

Entry from the OMol25 dataset: a structure of composition C18H20FeO6 (ωB97M-V with the def2-TZVPD basis set).

Last column: Mulliken charge in e.
Cartesian coordinates (Å):
C -4.0066 -0.3958 -2.0685  -1.084
C -2.7526 -0.1663 -2.8584  -0.303
O -1.9197 0.7397 -2.0811  -0.330
C -0.5849 0.5387 -2.2991  -0.002
C 0.3195 1.2020 -1.2493  1.464
C 1.6935 1.4435 -1.8288  0.319
O 2.2853 0.5961 -2.4503  -0.567
C 2.3134 2.7796 -1.4348  -1.125
C 2.0693 3.1124 0.0317  -0.433
C 0.5610 3.3380 0.2386  -0.803
C -0.3981 2.2740 -0.4097  -0.731
O -0.1910 -0.1737 -3.1928  -0.609
H -4.7506 -0.8782 -2.7059  0.406
H -3.7901 -1.0667 -1.2264  0.227
H -4.4121 0.5433 -1.6775  0.268
H -2.1941 -1.1013 -2.9970  0.312
H -2.9132 0.3162 -3.8322  0.404
H 3.3800 2.7451 -1.6390  0.376
H 1.8952 3.5758 -2.0671  0.380
H 2.4672 2.3497 0.7211  0.222
H 2.5945 4.0478 0.2813  0.410
H 0.3446 3.4821 1.3117  0.277
H 0.2954 4.2923 -0.2565  0.418
H -1.1655 2.8628 -0.9824  0.329
H -0.9640 1.7319 0.3919  0.190
O 0.8739 -5.0239 1.1223  -0.327
C 0.6868 -4.1182 1.8146  0.201
Fe 0.7468 -2.7352 2.9047  0.059
C 0.4202 -3.6775 4.3387  0.264
O 0.6519 -4.4785 5.1676  -0.349
C 2.5395 -2.6838 2.9970  0.304
O 3.7019 -2.6455 2.7635  -0.332
C 0.5907 -0.4302 -0.2606  -0.428
C -0.5699 -1.4291 -0.0710  -0.238
C -0.7661 -2.0578 1.3558  -0.639
C -0.5453 -1.1673 2.4495  -1.357
C 0.7170 -0.5023 2.2819  -0.581
C 1.2050 -0.1323 0.9644  -0.154
H 1.1870 -0.6536 -1.1759  0.731
H -1.5177 -0.8593 -0.2710  0.042
H -0.5439 -2.2286 -0.8527  0.350
H -1.6422 -2.7101 1.3896  0.565
H -1.2317 -0.9918 3.2746  0.613
H 1.1003 0.0608 3.1548  0.502
H 2.2196 0.2752 0.9326  0.759

HOMO energy (alpha / beta) = -5.957 / -8.965 eV
energy above the lowest of the compared OMol25 structures with the same formula, charge and spin = 1.036 eV
LUMO energy (alpha / beta) = 0.30 / -2.40 eV
multiplicity = 5
frontier orbital gap (alpha / beta) = 6.26 / 6.56 eV

=====

no.,electronic energy (eV)
1,-37692.4668
2,-119528.6646
3,-217628.3218
4,-65655.9889